DFT (ωB97M-V/def2-TZVPD) results for one molecule with the formula ClH2NP2 in a non-equilibrium geometry.

## Properties
Gap between HOMO and LUMO, eV: 8.21
Energy above the lowest of the compared OMol25 structures with the same formula, charge and spin, kcal per mole: 30.31
Electronic energy, eV: -32621.005
F_max, eV/A: 3.5
2S+1: 1
Structure (SMILES): [H]/N=P(\Cl)=P/[H]

Geometry (Å):
N  -0.03851  -0.15468  -1.20868
P  0.67022  1.40478  1.23103
P  -0.27208  -0.13817  0.31852
Cl  -1.20621  -1.66550  1.07184
H  -0.15844  -1.21239  -1.39103
H  1.00502  1.76595  -0.02168